{"formula": "C25H69Cl6N10O5P3", "method": "ωB97M-V/def2-TZVPD", "mol_weight_g_mol": 895.53, "fmax_ev_per_a": 1.63, "smiles": "CN(C)P(=O)(N(C)C)N(C)C.CN(C)P(=O)(N(C)C)N(C)C.CN(C)P(=O)(N(C)C)N(C)C.C[N+](=O)[O-].ClCCCl.ClCCCl.ClCCCl", "spin_multiplicity": 1, "homo_ev": -8.34, "symbols": ["C", "N", "C", "P", "O", "N", "C", "C", "N", "C", "C", "H", "H", "H", "H", "H", "H", "H", "H", "H", "H", "H", "H", "H", "H", "H", "H", "H", "H", "C", "N", "C", "P", "O", "N", "C", "C", "N", "C", "C", "H", "H", "H", "H", "H", "H", "H", "H", "H", "H", "H", "H", "H", "H", "H", "H", "H", "H", "C", "N", "C", "P", "O", "N", "C", "C", "N", "C", "C", "H", "H", "H", "H", "H", "H", "H", "H", "H", "H", "H", "H", "H", "H", "H", "H", "H", "H", "C", "N", "O", "O", "H", "H", "H", "Cl", "C", "C", "Cl", "H", "H", "H", "H", "Cl", "C", "C", "Cl", "H", "H", "H", "H", "Cl", "C", "C", "Cl", "H", "H", "H", "H"], "xyz": [[0.103, -4.066, -6.103], [1.441, -3.532, -6.326], [2.307, -4.318, -7.187], [1.838, -2.011, -5.743], [3.183, -1.563, -6.153], [0.586, -1.011, -6.307], [0.640, -0.498, -7.667], [-0.730, -0.903, -5.662], [1.477, -2.085, -4.098], [2.006, -3.223, -3.358], [1.480, -0.812, -3.381], [-0.624, -3.636, -6.792], [-0.230, -3.989, -5.066], [0.137, -5.150, -6.236], [3.026, -3.687, -7.709], [1.738, -4.926, -7.886], [2.936, -4.985, -6.581], [0.008, 0.392, -7.738], [1.629, -0.079, -7.858], [0.334, -1.243, -8.404], [-1.529, -1.059, -6.382], [-0.771, -1.595, -4.821], [-0.765, 0.084, -5.191], [3.092, -3.343, -3.363], [1.727, -3.063, -2.312], [1.504, -4.140, -3.662], [0.686, -0.845, -2.628], [1.268, 0.054, -4.004], [2.421, -0.640, -2.851], [-1.775, 5.863, -0.435], [-1.631, 4.503, -0.975], [-1.067, 3.462, -0.116], [-2.397, 4.128, -2.426], [-3.251, 5.250, -2.910], [-1.160, 3.702, -3.483], [0.254, 3.799, -3.142], [-1.398, 3.265, -4.837], [-3.275, 2.713, -2.207], [-4.724, 2.714, -2.296], [-2.611, 1.414, -2.131], [-1.292, 6.575, -1.102], [-1.336, 5.903, 0.559], [-2.847, 6.038, -0.323], [-1.876, 2.919, 0.390], [-0.503, 3.908, 0.701], [-0.508, 2.725, -0.684], [0.678, 2.802, -2.964], [0.839, 4.170, -3.988], [0.411, 4.451, -2.288], [-0.731, 2.458, -5.150], [-2.404, 2.869, -4.999], [-1.286, 4.104, -5.530], [-5.149, 1.728, -2.471], [-5.122, 3.065, -1.334], [-5.105, 3.413, -3.039], [-2.439, 1.015, -3.138], [-3.274, 0.754, -1.571], [-1.652, 1.413, -1.618], [0.074, 2.454, 3.467], [0.596, 1.994, 4.744], [2.047, 2.071, 4.864], [-0.320, 2.288, 6.128], [-0.321, 3.713, 6.560], [-1.849, 1.704, 5.685], [-2.897, 1.994, 6.654], [-2.002, 0.485, 4.917], [0.333, 1.203, 7.236], [0.882, -0.087, 6.827], [0.139, 1.481, 8.655], [0.855, 2.274, 2.724], [-0.045, 3.545, 3.435], [-0.839, 1.961, 3.151], [2.355, 2.135, 5.908], [2.456, 2.902, 4.292], [2.533, 1.147, 4.529], [-2.767, 1.332, 7.521], [-2.821, 3.017, 7.018], [-3.881, 1.870, 6.202], [-1.109, 0.214, 4.359], [-2.267, -0.334, 5.600], [-2.803, 0.620, 4.183], [0.065, -0.632, 6.349], [1.674, -0.077, 6.073], [1.313, -0.632, 7.664], [-0.846, 1.898, 8.860], [0.921, 2.144, 9.032], [0.187, 0.567, 9.250], [-0.677, -5.277, -0.457], [-1.266, -3.925, -0.586], [-2.244, -3.717, 0.107], [-0.708, -3.137, -1.310], [-0.278, -5.535, -1.434], [-1.402, -6.002, -0.109], [0.140, -5.162, 0.255], [4.192, -0.530, 1.935], [5.768, -0.213, 2.716], [6.844, -0.168, 1.635], [8.332, 0.523, 2.402], [5.789, -0.967, 3.495], [5.671, 0.765, 3.184], [6.618, 0.473, 0.794], [7.092, -1.182, 1.337], [-1.017, -5.765, 2.962], [-2.156, -4.415, 3.184], [-2.150, -3.875, 4.595], [-0.614, -3.104, 5.099], [-3.164, -4.705, 2.900], [-1.828, -3.599, 2.542], [-2.498, -4.569, 5.356], [-2.880, -3.062, 4.581], [-0.567, 0.270, 0.916], [0.729, -0.856, 0.508], [0.865, -1.959, 1.530], [2.164, -3.073, 0.976], [1.679, -0.332, 0.388], [0.492, -1.251, -0.476], [-0.068, -2.520, 1.547], [1.194, -1.637, 2.513]], "lowdin_charge": [-0.12, -0.31, -0.11, 0.53, -0.28, -0.31, -0.11, -0.12, -0.30, -0.11, -0.11, 0.08, 0.06, 0.08, 0.07, 0.08, 0.08, 0.08, 0.08, 0.08, 0.08, 0.06, 0.05, 0.09, 0.05, 0.07, 0.07, 0.07, 0.09, -0.09, -0.31, -0.14, 0.54, -0.30, -0.30, -0.11, -0.12, -0.30, -0.11, -0.11, 0.08, 0.08, 0.08, 0.07, 0.07, 0.03, 0.07, 0.08, 0.07, 0.06, 0.08, 0.09, 0.08, 0.08, 0.07, 0.07, 0.08, 0.03, -0.15, -0.30, -0.12, 0.55, -0.29, -0.31, -0.12, -0.14, -0.30, -0.10, -0.11, 0.07, 0.09, 0.03, 0.08, 0.09, 0.06, 0.08, 0.08, 0.08, 0.05, 0.07, 0.09, 0.02, 0.06, 0.09, 0.07, 0.08, 0.08, 0.02, -0.43, 0.06, 0.05, 0.10, 0.09, 0.06, 0.55, -0.65, -0.62, 0.52, 0.07, 0.06, 0.06, 0.07, 0.58, -0.65, -0.64, 0.57, 0.08, 0.03, 0.07, 0.07, 0.67, -0.67, -0.63, 0.55, 0.05, 0.02, 0.04, 0.06]}


{"formula": "C26H32N4O3S", "method": "ωB97M-V/def2-TZVPD", "mol_weight_g_mol": 480.63, "fmax_ev_per_a": 0.84, "smiles": "CCOc1ccc2[nH]c(=O)c(CN(CCN3CCCC3)C(=S)Nc3ccccc3OC)cc2c1", "spin_multiplicity": 1, "homo_ev": -7.61, "symbols": ["C", "C", "O", "C", "C", "C", "C", "N", "C", "O", "C", "C", "N", "C", "C", "N", "C", "C", "C", "C", "C", "S", "N", "C", "C", "C", "C", "C", "C", "O", "C", "C", "C", "C", "H", "H", "H", "H", "H", "H", "H", "H", "H", "H", "H", "H", "H", "H", "H", "H", "H", "H", "H", "H", "H", "H", "H", "H", "H", "H", "H", "H", "H", "H", "H", "H"], "xyz": [[2.429, 2.423, 6.290], [1.221, 3.199, 5.774], [0.468, 2.470, 4.825], [0.930, 2.320, 3.554], [2.057, 2.956, 3.021], [2.420, 2.749, 1.707], [1.675, 1.906, 0.888], [2.015, 1.687, -0.422], [1.372, 0.837, -1.285], [1.771, 0.703, -2.430], [0.209, 0.149, -0.722], [-0.494, -0.782, -1.660], [-1.049, -1.980, -1.057], [-2.345, -2.376, -1.564], [-3.481, -1.505, -1.011], [-3.446, -0.169, -1.565], [-4.095, -0.024, -2.857], [-4.208, 1.492, -3.061], [-4.042, 2.085, -1.650], [-4.040, 0.862, -0.734], [-0.551, -2.616, 0.018], [-1.491, -3.600, 0.978], [0.731, -2.419, 0.436], [1.883, -2.073, -0.279], [2.874, -1.350, 0.372], [4.040, -0.999, -0.281], [4.224, -1.376, -1.598], [3.264, -2.131, -2.250], [2.095, -2.504, -1.601], [1.126, -3.299, -2.140], [1.271, -3.731, -3.470], [-0.188, 0.383, 0.548], [0.538, 1.259, 1.411], [0.183, 1.479, 2.741], [2.103, 1.478, 6.718], [3.130, 2.211, 5.487], [2.935, 3.001, 7.058], [0.518, 3.375, 6.593], [1.524, 4.172, 5.367], [2.658, 3.619, 3.624], [3.292, 3.246, 1.307], [2.835, 2.153, -0.793], [-1.350, -0.240, -2.080], [0.195, -1.022, -2.478], [-2.318, -2.318, -2.655], [-2.522, -3.411, -1.267], [-4.444, -2.005, -1.210], [-3.357, -1.441, 0.072], [-3.504, -0.506, -3.639], [-5.097, -0.488, -2.852], [-5.170, 1.754, -3.499], [-3.426, 1.854, -3.726], [-3.089, 2.607, -1.569], [-4.838, 2.782, -1.395], [-3.442, 1.011, 0.166], [-5.070, 0.602, -0.434], [0.886, -2.761, 1.375], [2.708, -1.054, 1.398], [4.796, -0.427, 0.236], [5.121, -1.095, -2.126], [3.440, -2.432, -3.270], [0.381, -4.320, -3.683], [1.323, -2.885, -4.163], [2.159, -4.359, -3.595], [-1.057, -0.119, 0.949], [-0.684, 0.991, 3.157]], "lowdin_charge": [-0.06, -0.25, -0.05, -0.27, -0.02, -0.01, -0.20, 0.17, -0.43, 0.06, -0.11, -0.08, -0.09, -0.18, -0.17, -0.21, -0.19, -0.16, -0.16, -0.19, -0.83, 0.64, 0.06, -0.18, -0.03, -0.09, -0.08, -0.01, -0.21, -0.09, -0.07, 0.05, -0.14, 0.06, 0.08, 0.07, 0.08, 0.12, 0.11, 0.11, 0.11, 0.17, 0.13, 0.12, 0.12, 0.07, 0.13, 0.10, 0.11, 0.12, 0.10, 0.10, 0.10, 0.10, 0.11, 0.12, 0.12, 0.12, 0.10, 0.11, 0.11, 0.10, 0.10, 0.10, 0.13, 0.13]}


{"formula": "C3H5ClOS", "method": "ωB97M-V/def2-TZVPD", "mol_weight_g_mol": 124.59, "fmax_ev_per_a": 2.54, "smiles": "S=COCCCl", "spin_multiplicity": 1, "homo_ev": -9.19, "symbols": ["S", "C", "O", "C", "C", "Cl", "H", "H", "H", "H", "H"], "xyz": [[-2.200, -0.740, 0.244], [-1.430, 0.302, -0.746], [-0.433, 1.187, -0.623], [0.285, 1.212, 0.567], [1.164, 0.059, 0.974], [2.190, -0.609, -0.399], [-1.791, 0.333, -1.769], [0.847, 2.074, 0.339], [-0.361, 1.296, 1.452], [1.869, 0.440, 1.713], [0.745, -0.886, 1.354]], "lowdin_charge": [0.69, -0.70, -0.12, -0.30, -0.51, 0.50, 0.06, 0.12, 0.13, 0.08, 0.06]}


{"formula": "C9H22ClNO3Zn", "method": "ωB97M-V/def2-TZVPD", "mol_weight_g_mol": 293.12, "fmax_ev_per_a": 3.28, "spin_multiplicity": 1, "homo_ev": -7.95, "symbols": ["Zn", "C", "C", "C", "O", "H", "H", "H", "H", "H", "H", "H", "Cl", "C", "O", "C", "C", "N", "C", "C", "O", "C", "H", "H", "H", "H", "H", "H", "H", "H", "H", "H", "H", "H", "H", "H", "H"], "xyz": [[8.210, -1.598, -8.588], [4.688, -5.265, -11.372], [4.350, -4.907, -9.900], [4.681, -6.137, -8.962], [5.085, -3.770, -9.461], [4.091, -6.074, -11.793], [5.720, -5.530, -11.599], [4.535, -4.338, -11.926], [3.309, -4.607, -9.781], [4.718, -5.762, -7.939], [5.693, -6.459, -9.208], [4.161, -7.068, -9.187], [9.776, -4.503, -6.896], [12.277, -0.561, -8.867], [11.158, -0.188, -9.740], [11.628, 0.205, -11.030], [10.425, 0.168, -12.042], [9.646, -1.089, -12.019], [10.375, -2.210, -12.575], [10.448, -2.054, -14.101], [9.169, -2.216, -14.821], [9.200, -2.290, -16.290], [11.879, -1.218, -8.094], [12.639, 0.310, -8.322], [13.074, -1.074, -9.407], [12.287, -0.609, -11.334], [12.092, 1.170, -10.825], [10.767, 0.636, -12.965], [9.719, 0.876, -11.607], [8.938, -0.821, -12.688], [10.034, -3.234, -12.425], [11.390, -2.252, -12.181], [11.186, -2.780, -14.441], [10.924, -1.104, -14.344], [8.158, -2.520, -16.513], [9.809, -3.078, -16.733], [9.479, -1.412, -16.872]], "lowdin_charge": [0.69, -0.08, -0.49, -0.05, -0.10, 0.07, 0.07, 0.07, 0.15, 0.07, 0.07, 0.07, -0.54, -0.07, -0.29, -0.21, -0.20, -0.05, -0.20, -0.20, -0.19, -0.09, 0.08, 0.08, 0.09, 0.10, 0.13, 0.11, 0.11, 0.10, 0.12, 0.11, 0.11, 0.10, 0.08, 0.08, 0.08]}